[1]
2 unconnected molecules or ions with the total composition C4H9NO2. Source: the OMol25 dataset; level of theory: wB97M-V/def2-TZVPD.

Geometry as XYZ:
```
16
Properties=species:S:1:pos:R:3:nbo_charge:R:1
C -0.50 0.01 0.06 0.323
C 2.16 0.70 0.46 -0.309
C -0.77 -1.27 0.83 -0.654
C -1.63 0.48 -0.84 -0.649
O 0.13 0.97 0.74 -0.601
N 0.82 -0.26 -0.85 0.236
O 0.83 0.02 -2.00 -0.259
H 2.35 -0.13 1.13 0.197
H 2.78 0.71 -0.43 0.184
H 2.10 1.67 0.95 0.207
H 0.14 -1.61 1.32 0.218
H -1.15 -2.06 0.18 0.211
H -1.52 -1.06 1.60 0.226
H -2.50 0.70 -0.22 0.226
H -1.90 -0.28 -1.57 0.213
H -1.34 1.40 -1.36 0.230
```

The multiplicity is 1. Its orbital gap is 8.678 eV. The calculation puts the energy above the lowest of the compared OMol25 structures with the same formula, charge and spin at 143.9 kcal per mole. The calculation puts the energy at -9873.820 eV. For the HOMO energy, the calculation gives -9.06 eV. As for the charge: 0.



[2]
C4H9NO2 in the gas phase at a distorted geometry. Source: the OMol25 dataset; level of theory: wB97M-V/def2-TZVPD.

Geometry as XYZ:
```
16
Properties=species:S:1:pos:R:3:nbo_charge:R:1
C 0.31 1.42 -0.95 -0.646
C 0.58 0.30 0.09 -0.165
C 1.68 0.65 1.09 0.439
O 2.67 1.25 0.78 -0.527
N -0.57 -0.31 0.78 -0.628
C -1.03 -1.59 0.32 0.082
O -1.50 -1.56 -1.04 -0.720
H 0.27 0.79 -1.84 0.228
H -0.71 1.79 -1.00 0.213
H 1.14 2.11 -0.99 0.247
H 0.97 -0.60 -0.41 0.216
H 1.56 0.32 2.14 0.120
H -1.32 0.38 0.69 0.345
H -0.19 -2.28 0.40 0.173
H -1.81 -1.91 1.01 0.168
H -2.05 -0.78 -1.05 0.454
```

The multiplicity is 1. As for the SMILES: C[C@@H](C=O)NCO. Its orbital gap is 10.129 eV. The calculation puts the energy above the lowest of the compared OMol25 structures with the same formula, charge and spin at 53.7 kcal per mole. The calculation puts the energy at -9877.733 eV. For the HOMO energy, the calculation gives -9.42 eV. As for the charge: 0.



Q: The highest energy belongs to which entry?
A: number 1